Entry 1:
12
Properties=species:S:1:pos:R:3:forces:R:3:mulliken_charge:R:1 method="wB97M-V/def2-TZVPD" lumo_energy_ev=1.17 relative_energy_kcal_mol=38.8 homo_lumo_gap_ev=11.3 homo_energy_ev=-10.15 total_charge=0
C -2.498 0.762 -1.338 0.091 -0.438 -0.323 -0.440
C -2.788 -0.460 -0.919 -0.671 0.121 0.268 -0.468
H -2.339 1.561 -0.627 -0.241 0.178 -0.127 0.225
H -2.411 0.956 -2.400 0.368 0.190 0.076 0.229
H -3.092 -0.591 0.111 0.462 -0.282 0.210 0.216
H -2.906 -1.325 -1.563 -0.002 0.232 -0.100 0.240
C 2.524 -0.121 1.772 0.327 -1.852 0.292 -0.493
C 2.834 -0.086 0.486 -0.231 0.975 -0.234 -0.430
H 3.265 -0.311 2.540 0.223 0.309 -0.056 0.243
H 1.531 -0.427 2.086 -0.307 0.905 -0.055 0.228
H 3.838 -0.068 0.078 0.058 0.131 0.281 0.232
H 2.042 0.109 -0.225 -0.078 -0.469 -0.231 0.220

Entry 2:
10
Properties=species:S:1:pos:R:3:forces:R:3:mulliken_charge:R:1 method="wB97M-V/def2-TZVPD" lumo_energy_ev=-12.67 relative_energy_kcal_mol=18.0 homo_lumo_gap_ev=6.4 homo_energy_ev=-19.09 total_charge=+2
Sn 1.387 3.227 1.385 -1.572 -1.148 -0.637 1.685
O -0.559 1.335 0.387 1.703 1.985 0.820 -0.622
C -0.172 0.246 -0.103 -0.597 -1.567 0.619 0.706
N 0.786 0.135 -1.007 0.089 0.096 0.838 -0.294
C -0.868 -1.041 0.373 0.824 0.370 -0.816 -0.910
H 1.295 0.965 -1.269 0.040 -0.203 -0.494 0.177
H 1.184 -0.784 -1.143 0.065 0.110 -0.505 0.264
H -0.280 -1.907 0.069 -0.026 0.014 -0.078 0.377
H -1.822 -1.106 -0.148 -0.203 0.046 0.309 0.305
H -0.951 -1.071 1.456 -0.325 0.298 -0.056 0.312

Entry 3:
14
Properties=species:S:1:pos:R:3:forces:R:3:mulliken_charge:R:1 method="wB97M-V/def2-TZVPD" lumo_energy_ev="-0.36 / 0.56" relative_energy_kcal_mol=78.8 homo_lumo_gap_ev="7.0 / 9.2" homo_energy_ev="-7.38 / -8.68" total_charge=0
C 0.486 1.477 0.352 1.930 -0.989 -1.268 -1.027
C -1.444 0.260 -0.948 -0.983 -1.034 -0.168 -1.081
C 1.058 -1.962 0.313 1.076 0.820 0.022 -0.593
C -0.608 0.601 0.210 -2.170 -1.891 0.553 0.592
Cl -1.460 0.315 1.649 -0.574 -0.146 1.549 -0.226
Br 2.724 -1.201 0.753 -0.024 0.051 0.030 -0.095
H 0.220 2.420 0.720 -0.159 1.520 0.847 0.399
H 1.247 0.933 0.926 0.089 0.763 0.273 0.180
H 0.861 1.557 -0.651 0.727 0.562 -0.556 0.288
H -2.014 1.138 -1.358 -0.051 -0.752 0.572 0.311
H -0.790 -0.025 -1.748 0.283 -0.380 -0.698 0.289
H -2.103 -0.666 -0.635 1.025 2.111 -1.031 0.319
H 0.734 -2.568 1.123 -0.683 -0.380 0.263 0.334
H 1.089 -2.278 -0.706 -0.486 -0.253 -0.386 0.310

Entry 4:
9
Properties=species:S:1:pos:R:3:forces:R:3:mulliken_charge:R:1 method="wB97M-V/def2-TZVPD" lumo_energy_ev=-0.17 relative_energy_kcal_mol=22.6 homo_lumo_gap_ev=11.3 homo_energy_ev=-11.49 total_charge=0
H -1.530 -2.031 -0.150 0.134 0.124 0.045 0.286
N -1.778 -1.044 -0.066 0.460 0.240 0.041 -0.559
C -0.783 -0.297 0.106 -0.349 -0.087 -0.098 0.578
C -0.955 1.139 0.254 -0.017 1.048 0.113 0.211
N -1.011 2.285 0.381 -0.184 -1.019 -0.007 -0.331
O 0.519 -0.739 0.261 -0.043 -0.026 -0.056 -0.314
C 1.565 0.053 -0.164 0.078 0.410 -0.319 0.177
O 1.463 1.039 -0.823 0.047 -0.639 0.248 -0.407
H 2.505 -0.386 0.191 -0.126 -0.051 0.033 0.359

Entry 5:
50
Properties=species:S:1:pos:R:3:forces:R:3:mulliken_charge:R:1 method="wB97M-V/def2-TZVPD" lumo_energy_ev=0.44 relative_energy_kcal_mol=0.0 homo_lumo_gap_ev=8.4 homo_energy_ev=-7.94 total_charge=0
O -1.173 1.306 1.649 0.257 0.199 0.217 -0.689
C -2.174 0.685 1.346 -0.605 -0.248 0.043 0.575
C -3.555 1.306 1.178 0.087 0.354 0.054 -0.813
C -3.533 2.831 1.091 0.163 -0.197 -0.136 -0.637
C -2.999 3.348 -0.247 -0.599 0.123 0.042 -1.376
N -1.564 3.151 -0.367 0.224 0.172 -0.145 0.052
C -0.745 4.011 0.305 0.340 0.340 0.078 0.104
S -1.271 5.373 1.066 -0.125 0.522 0.359 -0.346
N 0.587 3.744 0.306 -0.108 -0.003 0.166 -0.080
C 1.158 2.664 -0.307 -0.160 -0.708 -0.567 0.429
C 2.542 2.452 -0.231 0.199 -0.180 -0.077 -1.438
C 3.036 1.360 -0.895 -0.525 -0.169 -0.195 0.833
C 2.206 0.495 -1.626 -0.044 0.405 0.296 0.980
C 0.856 0.688 -1.701 0.425 -0.099 -0.017 -1.172
C 0.326 1.797 -1.023 0.252 0.250 0.206 0.473
C -1.121 2.010 -1.024 0.361 -0.019 -0.177 0.471
O -1.908 1.255 -1.562 -0.044 -0.170 -0.046 -0.667
O 2.976 -0.491 -2.188 -0.397 0.031 -0.107 -0.522
C 4.300 -0.234 -1.778 0.982 -0.779 -0.326 -0.316
O 4.323 0.934 -0.983 -0.232 0.467 0.264 -0.495
N -2.175 -0.649 1.155 -0.062 -0.443 -0.070 -0.098
C -0.993 -1.474 1.217 0.153 -0.036 0.030 -0.629
C -0.928 -2.409 0.003 0.028 0.138 0.227 -0.933
C 0.269 -3.310 0.076 -0.181 -0.086 0.042 0.033
C 1.407 -3.050 -0.678 -0.010 -0.052 0.041 -0.133
C 2.521 -3.867 -0.606 0.055 0.047 -0.041 -0.833
C 2.519 -4.969 0.231 -0.001 -0.007 0.013 -0.354
C 1.398 -5.254 0.988 -0.004 -0.024 0.030 -0.677
C 0.289 -4.428 0.906 0.248 0.037 -0.130 0.546
Cl -1.103 -4.832 1.857 -0.184 -0.106 0.129 -0.213
H -4.152 1.005 2.043 -0.004 -0.070 -0.027 0.562
H -4.018 0.890 0.280 -0.044 -0.095 0.041 0.368
H -2.915 3.229 1.898 -0.124 0.051 -0.013 0.311
H -4.547 3.212 1.216 0.003 0.025 0.026 0.390
H -3.196 4.419 -0.332 0.052 -0.207 -0.055 0.571
H -3.466 2.816 -1.079 0.075 0.108 0.093 0.464
H 1.159 4.373 0.855 -0.249 -0.038 -0.117 0.302
H 3.183 3.114 0.326 0.111 0.110 0.086 0.431
H 0.198 0.043 -2.258 -0.097 -0.098 -0.076 0.553
H 4.941 -0.091 -2.661 -0.199 0.042 0.196 0.264
H 4.677 -1.085 -1.187 -0.145 0.222 -0.071 0.281
H -3.036 -1.109 0.904 -0.009 0.189 -0.006 0.292
H -0.999 -2.065 2.140 0.131 0.082 -0.103 0.415
H -0.132 -0.803 1.238 -0.056 -0.106 0.015 0.329
H -1.837 -3.015 -0.019 -0.018 0.035 -0.100 0.509
H -0.891 -1.806 -0.905 -0.037 -0.005 -0.026 0.294
H 1.414 -2.198 -1.339 -0.010 0.099 -0.068 0.378
H 3.387 -3.643 -1.210 0.086 0.016 -0.062 0.406
H 3.384 -5.612 0.292 0.073 -0.061 0.006 0.377
H 1.377 -6.114 1.640 -0.033 -0.059 0.060 0.428

Entry 6:
134
Properties=species:S:1:pos:R:3:forces:R:3:mulliken_charge:R:1 method="wB97M-V/def2-TZVPD" spin_multiplicity=2 lumo_energy_ev="-2.99 / -2.82" relative_energy_kcal_mol=0.0 homo_lumo_gap_ev="6.6 / 6.8" homo_energy_ev="-9.64 / -9.64" total_charge=+1
Cr 0.380 0.190 -0.168 0.341 -0.265 -0.262 -0.914
C -7.880 -5.313 -9.538 -0.002 0.061 0.023 -0.849
O -7.871 -3.958 -9.107 0.021 -0.078 -0.019 -0.461
C -6.974 -3.606 -8.162 -0.009 -0.079 -0.023 0.980
C -6.992 -2.266 -7.777 0.019 0.048 0.033 -0.842
C -6.112 -1.816 -6.818 -0.032 0.069 -0.017 -0.438
C -5.194 -2.682 -6.219 0.104 0.060 0.122 0.329
C -5.186 -4.014 -6.608 0.000 -0.078 -0.022 -0.850
C -6.066 -4.484 -7.572 0.031 0.030 0.030 -0.432
C -4.246 -2.224 -5.197 -0.093 -0.056 -0.061 0.261
N -3.399 -2.983 -4.538 0.011 0.095 0.015 -0.900
C -2.729 -2.125 -3.704 0.215 -0.384 0.102 1.141
C -3.164 -0.837 -3.858 -0.204 0.270 0.004 -0.464
N -4.150 -0.913 -4.812 0.050 0.127 -0.064 -0.058
C -2.666 0.262 -3.091 -0.072 -0.046 -0.091 0.778
C -3.049 1.605 -3.209 -0.126 -0.017 -0.077 -0.473
C -2.504 2.545 -2.374 -0.021 0.074 0.065 -1.537
C -1.576 2.143 -1.414 -0.048 -0.122 0.081 -0.627
N -1.175 0.886 -1.318 -0.132 0.205 -0.116 1.278
C -1.687 -0.051 -2.143 0.075 -0.059 0.171 -0.695
C -1.158 -1.395 -2.015 0.101 0.181 0.128 0.245
N -0.111 -1.567 -1.169 -0.462 -0.172 -0.091 0.970
C 0.398 -2.778 -1.028 0.043 0.098 -0.141 -0.425
C -0.087 -3.884 -1.731 0.058 -0.031 0.043 -1.628
C -1.123 -3.715 -2.612 -0.059 -0.076 -0.056 -0.538
C -1.678 -2.439 -2.775 -0.073 -0.084 -0.146 0.201
H -8.654 -5.381 -10.296 -0.017 0.009 -0.009 0.245
H -8.120 -5.986 -8.712 -0.005 -0.005 0.004 0.343
H -6.920 -5.593 -9.974 0.008 0.001 -0.007 0.348
H -7.706 -1.600 -8.244 0.017 -0.016 0.012 0.419
H -6.156 -0.769 -6.538 -0.018 -0.024 -0.014 0.232
H -4.477 -4.688 -6.145 -0.024 0.013 -0.018 0.454
H -6.036 -5.526 -7.854 0.005 0.011 0.008 0.402
H -4.673 -0.148 -5.200 -0.003 -0.006 0.012 0.194
H -3.777 1.901 -3.955 -0.001 -0.011 0.037 0.510
H -2.791 3.586 -2.434 -0.024 -0.025 0.015 0.601
H -1.154 2.845 -0.704 0.041 0.000 -0.040 0.009
H 1.235 -2.881 -0.351 0.033 0.008 0.080 0.474
H 0.375 -4.850 -1.581 -0.020 0.023 0.002 0.542
H -1.518 -4.538 -3.193 0.008 0.016 0.008 0.600
N 2.564 1.276 1.437 0.081 0.004 -0.072 0.319
P 2.596 -0.216 0.659 -0.044 -0.118 0.342 1.665
C 2.940 -1.540 1.859 0.022 0.004 0.085 0.687
C 1.874 -2.298 2.342 0.001 0.037 -0.001 0.380
C 2.085 -3.298 3.283 0.009 0.066 -0.016 -1.004
C 3.366 -3.539 3.756 0.019 0.031 0.004 -0.752
C 4.435 -2.784 3.288 -0.012 -0.034 -0.022 -0.680
C 4.226 -1.796 2.338 -0.002 -0.016 -0.038 -0.940
C 4.013 -0.257 -0.448 -0.016 -0.021 -0.106 0.968
C 3.955 -1.087 -1.567 0.002 0.035 -0.025 -0.522
C 5.040 -1.173 -2.427 -0.005 0.028 0.022 -0.698
C 6.187 -0.431 -2.171 -0.028 -0.005 -0.006 -0.691
C 6.244 0.403 -1.063 -0.001 0.021 -0.019 -0.814
C 5.155 0.497 -0.209 0.066 -0.026 0.070 0.009
P 0.861 1.519 1.772 0.504 0.184 0.149 2.425
C 0.931 1.058 3.550 -0.094 0.027 0.014 1.016
C 1.814 1.789 4.349 -0.040 0.031 -0.036 -1.004
C 1.998 1.468 5.683 -0.030 -0.024 0.018 -0.986
C 1.311 0.396 6.242 0.068 0.051 0.009 -0.731
C 0.443 -0.342 5.457 0.003 -0.028 -0.045 -0.889
C 0.253 -0.011 4.121 0.034 0.021 0.041 -0.164
C 0.629 3.314 1.741 -0.139 0.012 0.065 0.437
C 0.023 3.998 2.795 -0.004 0.008 -0.025 -1.021
C -0.209 5.361 2.691 0.010 -0.021 -0.023 -0.739
C 0.144 6.043 1.532 0.015 -0.011 -0.007 -0.801
C 0.723 5.360 0.472 0.006 0.004 0.027 -1.014
C 0.959 3.995 0.575 0.078 0.063 0.021 -0.497
H 3.317 1.598 2.032 -0.026 0.031 0.055 0.506
H 0.866 -2.092 1.993 0.010 -0.012 -0.029 0.232
H 1.250 -3.880 3.653 0.009 0.008 -0.021 0.479
H 3.534 -4.314 4.493 -0.004 0.012 -0.025 0.414
H 5.436 -2.976 3.654 -0.025 0.014 -0.004 0.440
H 5.071 -1.233 1.959 -0.018 -0.008 0.005 0.420
H 3.050 -1.643 -1.791 0.015 0.001 0.028 0.192
H 4.987 -1.808 -3.301 -0.002 0.010 0.012 0.484
H 7.033 -0.493 -2.843 -0.011 -0.010 0.011 0.410
H 7.130 0.995 -0.873 -0.012 -0.011 -0.004 0.436
H 5.197 1.174 0.637 0.007 -0.028 -0.040 0.386
H 2.346 2.639 3.934 0.000 -0.014 0.007 0.465
H 2.671 2.060 6.290 0.002 -0.014 -0.012 0.480
H 1.456 0.140 7.283 -0.005 0.017 -0.014 0.431
H -0.092 -1.184 5.880 0.000 0.021 -0.019 0.514
H -0.425 -0.612 3.539 -0.068 -0.061 -0.066 0.414
H -0.274 3.466 3.690 0.008 0.000 -0.016 0.401
H -0.668 5.892 3.515 0.001 -0.009 -0.014 0.449
H -0.033 7.109 1.458 -0.005 -0.020 -0.004 0.422
H 1.002 5.887 -0.432 -0.011 -0.018 0.016 0.539
H 1.410 3.455 -0.245 -0.002 0.007 -0.017 0.239
C -5.318 5.530 -0.404 -0.019 -0.037 -0.013 -1.847
C -5.233 4.057 -0.090 0.027 0.065 0.039 1.367
C -5.769 3.134 -0.986 0.044 -0.047 -0.032 -1.059
C -5.682 1.775 -0.729 0.056 -0.020 -0.001 -0.944
C -5.096 1.316 0.440 -0.051 0.023 -0.003 -0.936
C -4.601 2.234 1.366 0.157 -0.053 0.113 0.558
N -4.072 1.830 2.605 -0.158 -0.071 -0.065 0.334
C -3.975 0.461 2.947 -0.098 0.212 -0.037 -0.526
C -4.943 -0.140 3.741 -0.063 -0.059 0.085 -0.211
C -4.876 -1.492 4.048 -0.005 0.042 -0.036 -0.841
C -3.857 -2.274 3.523 -0.001 0.058 -0.034 -1.110
C -2.893 -1.681 2.723 -0.008 -0.036 0.044 -0.960
C -2.921 -0.313 2.462 0.106 -0.215 -0.086 1.085
C -1.733 0.289 1.788 -0.011 -0.002 0.061 -0.188
O -1.363 1.435 2.068 -0.218 0.055 -0.026 -0.556
O -1.067 -0.500 1.011 0.303 0.187 -0.157 0.185
C -4.626 3.610 1.086 0.033 0.068 -0.015 1.057
C -4.002 4.561 2.075 -0.019 -0.048 -0.015 -1.761
H -5.992 5.702 -1.241 0.010 0.002 -0.013 0.438
H -4.342 5.944 -0.672 0.006 -0.012 0.020 0.369
H -5.687 6.105 0.446 -0.019 -0.009 -0.014 0.414
H -6.258 3.490 -1.886 0.009 -0.012 0.023 0.372
H -6.095 1.061 -1.433 -0.002 0.018 0.021 0.465
H -5.070 0.254 0.654 0.009 0.039 0.010 0.519
H -4.306 2.442 3.370 0.000 -0.022 0.030 0.417
H -5.765 0.465 4.105 0.003 -0.018 -0.009 0.505
H -5.637 -1.938 4.675 0.011 0.013 -0.003 0.412
H -3.814 -3.334 3.735 0.002 0.025 -0.004 0.474
H -2.082 -2.271 2.315 -0.012 0.004 -0.002 0.456
H -3.046 4.167 2.426 -0.003 -0.007 -0.018 0.139
H -4.635 4.717 2.958 -0.012 -0.022 -0.030 0.359
H -3.824 5.540 1.637 0.012 0.002 -0.005 0.468
Br 3.852 3.443 -1.402 -0.063 -0.030 0.069 -0.013
C 3.346 2.944 -3.157 0.047 0.010 -0.027 0.409
C 4.021 3.633 -4.159 -0.002 0.026 -0.069 -0.854
C 3.767 3.368 -5.493 0.042 0.031 0.049 -0.551
C 2.838 2.398 -5.834 -0.022 -0.046 0.030 -0.826
C 2.184 1.707 -4.832 0.016 0.062 -0.019 -0.760
C 2.407 1.962 -3.473 -0.053 -0.056 -0.017 -0.177
C 1.595 1.074 -2.553 0.114 0.160 0.085 0.568
O 1.035 0.107 -3.044 -0.017 -0.102 0.108 -0.544
O 1.516 1.364 -1.275 -0.217 -0.180 -0.070 0.442
H 4.752 4.380 -3.879 -0.013 -0.010 -0.007 0.461
H 4.302 3.915 -6.259 -0.009 0.002 0.018 0.407
H 2.633 2.172 -6.872 -0.002 0.007 0.031 0.407
H 1.473 0.932 -5.076 -0.011 -0.004 -0.009 0.441